[1]
Molecular formula: C2H4OSi
Method: DFT, ωB97M-V/def2-TZVPD

The relative energy (zero: lowest compared OMol25 entry of this formula, charge and spin) is 132.1 kcal/mol. Its orbital gap (alpha / beta) is 8.3 / 8.2 eV. The value obtained for the total energy is -443.06181 Ha. The HOMO energy (alpha / beta) is -11.18 / -10.91 eV.

Each line ends with the Löwdin charge.
CARTESIAN COORDINATES (ANGSTROEM)
C 1.396723 -2.229590 -1.363788  -0.005
C 0.959973 -1.350612 -0.619623  0.088
O 0.504082 0.245477 1.007860  -0.343
Si -0.801337 1.220811 0.791285  0.478
H 1.450503 -2.980879 -2.042652  -0.021
H -0.692994 1.934899 -0.516010  -0.073
H -0.667275 2.454221 1.785940  -0.031
H -2.149674 0.705673 0.956988  -0.093

Atomic forces in eV per Å
C -1.458 3.646 3.209
C 0.538 -0.655 -0.504
O 0.860 -1.433 -0.464
Si -0.223 2.552 -0.257
H 0.382 -1.762 -1.603
H -0.083 -0.384 0.089
H 0.186 -1.451 -0.570
H -0.201 -0.513 0.100


[2]
Molecular formula: C5H8O2
Method: DFT, ωB97M-V/def2-TZVPD

The relative energy (zero: lowest compared OMol25 entry of this formula, charge and spin) is 53.9 kcal/mol. Its orbital gap is 10.7 eV. As for the SMILES: C[C@@]1(O)C[C@H]2O[C@H]21. The value obtained for the total energy is -345.71903 Ha. The HOMO energy is -9.75 eV.

Each line ends with the Löwdin charge.
CARTESIAN COORDINATES (ANGSTROEM)
C 1.442992 0.619448 -0.383988  -0.013
C 0.335634 -0.120989 0.345131  -0.489
O 0.825619 -0.641309 1.568133  0.000
C -1.010580 0.673725 0.491367  -0.027
C -1.682012 -0.354695 -0.417204  -0.208
O -0.943432 -0.425474 -1.635628  -0.008
C -0.457965 -1.148546 -0.507364  -0.158
H 1.153671 0.876304 -1.407742  0.092
H 1.675498 1.536133 0.172340  0.094
H 2.337219 -0.015846 -0.405222  0.089
H 1.778837 -0.458550 1.598234  0.093
H -1.393594 0.624937 1.514705  0.123
H -1.019560 1.708794 0.132743  0.117
H -2.725574 -0.652786 -0.473382  0.144
H -0.316758 -2.221140 -0.592128  0.152

Atomic forces in eV per Å
C -0.023 -0.072 0.087
C -0.026 0.319 -0.339
O 0.093 0.104 -0.047
C -0.037 0.124 0.025
C -0.290 -0.023 0.160
O 0.101 0.058 -0.048
C 0.193 -0.304 0.144
H 0.055 -0.039 0.255
H 0.022 -0.103 -0.169
H -0.038 0.120 -0.157
H -0.500 -0.170 0.067
H 0.156 -0.051 -0.110
H 0.018 -0.143 0.068
H 0.219 0.040 0.106
H 0.058 0.140 -0.043


[3]
Molecular formula: C37H28N6O10Ti
Method: DFT, ωB97M-V/def2-TZVPD

The relative energy (zero: lowest compared OMol25 entry of this formula, charge and spin) is 0.9 kcal/mol. Its orbital gap is 5.2 eV. The value obtained for the total energy is -3357.34670 Ha. The HOMO energy is -6.91 eV.

Each line ends with the Löwdin charge.
CARTESIAN COORDINATES (ANGSTROEM)
Ti 16.898980 -0.909240 17.707446  1.297
O 18.330371 -0.994321 18.922433  -0.152
C 18.460776 -1.421796 20.168873  -0.258
C 19.746744 -1.482135 20.705390  0.012
C 19.938028 -2.119781 21.940747  -0.042
C 18.844559 -2.590811 22.638196  -0.106
C 17.595676 -2.557129 22.127574  -0.019
C 17.296421 -1.930352 20.877445  -0.134
C 16.015286 -1.773776 20.415395  -0.003
N 15.676213 -1.305144 19.206362  -0.100
N 14.327171 -1.180094 19.039298  0.085
C 14.091245 -0.774166 17.792342  -0.330
O 15.131839 -0.435226 17.004830  -0.141
C 12.750000 -0.583531 17.224457  -0.136
C 11.720751 -1.318885 17.866969  -0.015
C 10.413104 -1.266927 17.375269  -0.083
C 10.176607 -0.689342 16.137812  -0.069
C 11.236378 -0.058210 15.428705  -0.052
C 12.521423 0.006364 15.964648  0.002
H 20.537897 -0.885589 20.274161  0.120
H 20.925970 -2.216936 22.436858  0.125
H 18.976574 -3.169481 23.527444  0.105
H 16.698397 -2.783147 22.700609  0.121
H 15.213578 -1.961455 21.143754  0.151
H 11.899004 -1.777913 18.858550  0.117
H 9.593633 -1.707883 17.900035  0.095
H 9.149900 -0.620531 15.797863  0.101
H 10.980196 0.316069 14.483029  0.084
H 13.357771 0.289920 15.385179  0.104
C 22.044049 -1.268589 16.638100  -0.004
C 21.080037 -2.369235 16.952852  -0.404
N 19.812497 -2.300576 16.634138  0.175
C 19.255187 -3.470604 17.083159  -0.121
C 20.273094 -4.364828 17.540813  -0.016
N 21.427413 -3.526443 17.499509  0.179
C 20.398316 -5.803860 17.866990  -0.502
O 19.331381 -6.505073 18.054531  0.137
O 21.536041 -6.248428 18.080561  0.063
C 17.803908 -3.698891 17.197840  -0.444
O 17.378933 -4.879742 17.254766  0.049
O 16.957937 -2.705530 17.123977  -0.092
H 21.440170 -0.320840 16.811025  0.100
H 22.308683 -1.238129 15.531671  0.104
H 22.959347 -1.281745 17.212888  0.067
H 22.332745 -3.918607 17.763340  0.175
H 18.468001 -6.004769 17.771855  0.112
N 15.123059 -4.907948 15.089814  0.130
C 14.692233 -5.145783 13.830194  -0.256
C 13.941584 -6.270924 13.437739  -0.046
C 13.319783 -6.297171 12.172148  -0.088
C 13.598627 -5.247127 11.295475  -0.095
C 14.337664 -4.106096 11.610458  -0.174
C 14.637205 -3.074622 10.672870  -0.011
C 15.498523 -2.088739 11.101037  -0.072
C 16.074236 -2.154170 12.373739  -0.137
N 15.946167 -3.183285 13.193618  0.112
C 15.042702 -4.136955 12.858713  -0.166
H 15.654858 -4.026070 15.182280  0.082
H 15.197876 -5.611795 15.787161  0.088
H 13.791627 -7.080520 14.142317  0.098
H 12.574614 -7.097351 11.858536  0.122
H 13.159618 -5.301593 10.320955  0.089
H 14.156079 -3.162448 9.675341  0.125
H 15.862568 -1.318216 10.417554  0.102
H 16.757543 -1.383354 12.700731  0.101
O 17.078920 0.440150 15.300388  0.058
C 17.452897 1.234674 16.162530  -0.529
O 17.615409 0.906169 17.454520  -0.155
C 17.903167 2.602364 15.876261  -0.156
C 18.589766 3.263665 16.855573  -0.008
C 19.341223 4.464480 16.596896  0.048
C 19.327775 4.828119 15.273472  -0.243
O 20.086592 5.853508 14.810196  0.031
C 19.949254 5.791636 13.390088  -0.124
O 18.861634 4.903186 13.085668  0.019
C 18.607547 4.214022 14.257813  -0.179
C 17.826147 3.087581 14.534769  0.102
H 18.525081 2.872563 17.874973  0.121
H 19.837342 5.000304 17.411682  0.124
H 20.893434 5.360455 13.002281  0.142
H 19.716740 6.772535 12.946463  0.142
H 17.281545 2.535954 13.733573  0.144

Atomic forces in eV per Å
Ti 0.758 1.188 -2.246
O -0.903 0.009 0.921
C -0.980 -0.921 -0.774
C 0.243 -0.031 1.719
C 0.695 0.875 -0.601
C 0.133 -1.500 0.401
C -2.325 1.700 -1.018
C 4.329 -0.148 0.704
C -1.988 1.004 -1.600
N 0.463 -0.708 3.143
N -1.529 0.459 -2.308
C 1.860 0.802 0.585
O -0.492 -0.862 1.626
C -0.847 -1.796 0.300
C -0.351 1.197 0.713
C 0.960 -0.048 -0.594
C 0.907 1.068 0.165
C -0.639 -1.028 1.719
C -0.990 -1.293 0.762
H 0.069 -0.397 -0.475
H -0.644 0.260 -0.709
H 0.244 0.096 0.648
H 0.387 -0.593 0.198
H 0.010 -0.107 -0.679
H 0.106 0.221 -0.881
H -0.240 -0.320 0.367
H 0.158 -0.129 -0.342
H 0.108 0.636 -1.203
H 0.679 0.767 -0.428
C -1.164 1.351 -1.275
C 0.887 1.066 -1.017
N -0.953 -0.131 1.163
C 1.605 -0.978 0.434
C -0.338 2.799 -0.808
N -1.189 -3.091 0.339
C 2.704 0.280 1.323
O -2.079 -0.082 -0.564
O -1.658 0.656 -0.576
C -0.920 -2.465 -1.112
O 0.615 1.693 0.493
O 0.811 0.289 0.009
H 1.076 -0.937 -0.072
H -0.312 -0.289 1.336
H 0.068 -0.024 0.228
H -0.332 0.415 -0.262
H 1.233 -0.284 0.210
N 0.574 1.329 -0.064
C -0.034 -0.767 -0.679
C -0.036 0.697 0.188
C 0.235 0.496 -0.641
C -1.693 -1.151 -0.102
C 1.492 -0.727 0.516
C -0.154 -0.366 0.515
C -0.322 0.006 -1.322
C 0.631 -0.991 0.609
N -0.819 0.732 0.173
C -0.888 0.479 -0.652
H -0.303 -1.117 0.184
H 0.097 -0.271 0.287
H -0.133 0.131 0.107
H 1.391 0.979 0.513
H -0.338 0.109 -0.503
H 0.608 0.415 0.711
H -0.413 -0.029 0.258
H 0.108 0.121 -0.016
O 0.204 0.036 1.126
C 0.106 -0.309 0.462
O -1.057 -1.163 -1.299
C -0.146 0.230 -1.595
C 0.913 1.835 1.023
C -1.480 -1.824 0.204
C 0.852 0.452 1.298
O -0.500 0.441 -0.839
C 0.245 -0.251 -0.446
O -0.104 -0.173 0.369
C -0.520 -0.801 0.371
C 0.742 0.395 -0.751
H 0.258 0.139 -0.484
H -0.046 -0.165 -0.635
H -0.423 0.255 -0.096
H 0.202 -0.328 0.347
H 0.516 0.490 0.902


Calculated values (eV Å⁻¹) of F_max for the records, taken in order: 5.1 0.5 4.4.